Computed, not measured: a 4-piece molecular cluster, C6H20NO3 overall in a non-equilibrium geometry, with ωB97M-V/def2-TZVPD.

```
30
Properties=species:S:1:pos:R:3:forces:R:3:nbo_charge:R:1
O -0.374364 -2.463587 1.489099 0.43 0.70 0.17 -0.984
O 0.878500 -0.836092 3.618100 -0.16 0.21 -0.02 -0.959
O -1.979532 0.989226 1.460305 0.28 -0.16 -0.16 -0.961
N 0.720126 0.528173 1.231223 0.82 -1.85 -0.66 -0.701
C 1.133101 -0.391750 -1.059855 -1.70 -0.13 -0.53 -0.477
C 1.712475 -0.103822 0.312207 1.54 0.39 -1.42 -0.230
C 0.312381 0.664577 -1.756463 0.27 2.14 -0.55 -0.001
C -1.927984 -0.417513 -1.424048 0.09 -0.31 -1.61 -0.689
C -1.013235 0.668326 -1.968347 0.62 -2.57 1.47 -0.192
C 1.074171 1.841102 -2.379302 -0.46 -0.71 -0.23 -0.643
H 1.893590 1.510359 -3.020966 0.22 0.05 0.30 0.222
H 1.838769 -0.705875 -1.831518 0.57 0.00 0.56 0.259
H -2.293647 -0.910369 -2.319980 -0.55 -0.03 -0.30 0.241
H 1.166398 -1.724212 3.395244 0.03 -0.28 0.03 0.492
H 0.456322 -1.236145 -0.943159 0.16 -0.27 0.15 0.226
H 0.373305 2.350183 -3.032463 0.02 0.31 -0.05 0.226
H -0.302599 -3.336004 1.099009 -0.40 -0.16 -0.07 0.498
H -1.460868 1.222152 -2.761843 -0.12 1.02 -0.04 0.223
H 1.244418 1.166627 1.820106 -0.75 0.34 0.25 0.448
H 2.601996 0.527487 0.297647 -0.26 0.41 -0.32 0.218
H 0.364188 -0.246306 1.793355 -0.08 0.11 0.86 0.483
H 1.409785 2.563989 -1.635405 0.25 -0.10 0.01 0.214
H -1.905415 1.272750 0.540456 -0.54 0.13 -0.06 0.478
H -2.392063 1.716974 1.930634 -0.14 0.17 0.07 0.498
H -1.501452 -1.282143 -0.923571 0.34 0.48 0.68 0.211
H 0.036362 -0.965973 4.069860 0.09 0.00 0.13 0.489
H -1.296941 -2.196535 1.561941 -0.08 -0.47 -0.15 0.493
H -0.103980 0.877492 0.737638 0.46 0.67 0.12 0.453
H 2.140319 -1.046265 0.632880 -0.59 -0.18 0.94 0.238
H -2.804125 -0.036833 -0.932774 -0.35 0.10 0.44 0.225
```
Positions in Å, forces in eV/Å.

Output
- DFT total energy (eV) = -14172.42612
- E_HOMO (eV) = -12.70
- total charge = +1
- spin multiplicity = 1



Computed, not measured: C35H36N4PdSSb2 as an isolated structure in a non-equilibrium geometry, with ωB97M-V/def2-TZVPD.

```
79
Properties=species:S:1:pos:R:3:forces:R:3:mulliken_charge:R:1
Sb -1.133696 2.804163 -0.779228 -0.24 1.71 -0.64 1.239
Sb -0.243365 -0.513665 -2.788817 0.91 0.85 -1.60 1.172
Pd -0.485023 0.177848 -0.235552 1.36 1.24 1.44 0.404
S 1.653514 1.304386 0.286170 -1.13 -0.27 -0.78 -0.264
N -0.368698 -0.054475 1.978377 -0.36 -0.36 -0.57 0.418
N 0.682852 0.485303 2.651927 0.24 0.12 0.38 -0.419
N -2.081535 -1.304269 0.347921 0.09 0.56 -0.31 0.249
N 2.763186 1.433869 2.662846 0.03 0.03 -0.12 -0.341
C -3.569268 5.936215 2.067418 -0.06 0.11 0.11 -0.581
C -3.484927 3.845258 0.884015 -0.15 -0.10 0.29 -0.478
C 2.282036 -1.667015 -1.427804 0.02 0.02 0.02 -0.473
C -2.706821 2.778845 -2.286356 0.14 -0.87 0.05 -1.672
C -0.034251 0.092650 -4.849974 -0.07 0.33 0.86 0.557
C 1.698663 1.051321 1.988086 -0.28 -0.09 0.27 0.544
C 0.543460 1.312365 -5.195725 0.00 0.07 -0.18 -0.370
C 3.598726 -2.091969 -1.353271 0.01 -0.04 0.07 -0.752
C -2.450388 0.323950 -2.821427 -0.89 -0.57 0.00 -0.826
C 2.090048 5.922745 -2.752418 0.09 0.11 0.02 -0.634
C 0.319446 4.112273 -1.669168 -0.21 -0.81 0.41 1.159
C -1.475605 -0.817086 4.051335 -0.06 0.02 0.03 -1.621
C -0.362588 -0.463570 -7.150781 0.04 -0.07 0.12 -0.706
C 0.204466 0.750412 -7.509142 -0.05 0.01 -0.18 -0.731
C 2.315450 5.427869 -1.472784 -0.18 -0.01 0.00 -0.802
C -2.214257 6.144928 1.840262 0.03 -0.04 -0.24 -0.590
C -4.199935 4.783058 1.615515 0.02 -0.12 -0.22 -0.693
C 1.420875 4.520817 -0.923291 0.20 0.00 0.07 -0.733
C 1.944840 -0.777273 -2.446799 -0.69 -0.96 0.55 0.736
C -2.886775 -1.993462 -0.453076 -0.09 -0.18 -0.01 -0.104
C 0.100284 4.582722 -2.959235 0.02 -0.09 -0.14 -0.451
C -2.329073 -1.302226 1.680498 -0.32 -0.24 -0.10 0.432
C -4.014669 -2.667808 -0.005215 -0.01 -0.04 0.10 -1.096
C 2.839778 -0.335358 -3.399828 -0.24 0.36 -0.40 -0.436
C -4.310621 -2.624503 1.344386 0.00 -0.01 -0.15 -0.669
C 0.998217 5.497450 -3.495369 -0.15 0.04 0.02 -0.790
C -2.145522 4.104470 0.613253 0.40 -1.01 -0.18 0.846
C -0.496369 -0.799188 -5.806399 0.05 -0.16 0.03 -0.839
C 4.154566 -0.776935 -3.301465 -0.02 -0.07 0.18 -0.640
C -3.441174 -1.950149 2.195984 0.22 0.12 0.10 -0.574
C -2.544716 1.719325 -3.369217 0.57 0.29 0.23 0.184
C -1.485526 5.222535 1.101266 0.27 0.14 0.17 -0.499
C 0.674929 1.630570 -6.542014 -0.13 0.03 0.18 -0.739
C 4.524619 -1.666812 -2.298766 0.04 0.10 -0.09 -0.637
C -1.327981 -0.667365 2.574801 0.19 0.11 0.21 0.576
H 4.876769 -0.440641 -4.033557 -0.01 0.03 0.01 0.480
H 3.175051 5.757046 -0.905128 -0.03 0.04 0.03 0.476
H -3.634154 -1.943310 3.259234 -0.01 -0.01 -0.01 0.507
H -0.916267 -1.763770 -5.537447 -0.06 0.03 -0.03 0.441
H -5.246942 4.605870 1.821196 -0.02 0.08 -0.01 0.440
H -3.446569 1.724659 -3.997822 0.03 -0.11 -0.06 0.536
H -0.441155 5.411144 0.890093 -0.01 -0.02 0.02 0.353
H -2.613799 -2.045968 -1.502432 -0.03 0.10 0.04 0.513
H -3.981774 2.942387 0.550484 0.01 0.00 -0.02 0.355
H 0.751989 0.357530 3.654326 -0.05 -0.04 0.03 0.177
H 2.560021 0.341437 -4.195557 0.00 -0.14 -0.03 0.462
H 0.828600 5.893398 -4.487886 -0.01 0.01 0.01 0.496
H 0.882238 2.018816 -4.443535 0.06 -0.04 0.00 0.767
H 2.760817 6.666662 -3.162175 0.05 -0.08 -0.05 0.449
H 1.131424 2.568611 -6.828637 -0.02 0.00 -0.04 0.484
H -1.721969 1.952581 -4.053744 -0.12 -0.03 -0.05 -0.174
H -0.754936 4.276006 -3.548044 0.03 -0.01 -0.02 0.295
H 1.581300 4.147854 0.080360 0.04 0.04 -0.03 0.438
H 2.872252 1.282264 3.657645 0.00 -0.03 0.00 0.219
H 1.551940 -2.032203 -0.718599 -0.01 -0.08 -0.01 0.524
H -3.639946 2.618698 -1.746530 0.04 0.08 0.10 0.627
H -4.636318 -3.210404 -0.704077 0.02 -0.02 0.00 0.480
H -0.648025 -0.413216 4.626873 -0.02 -0.01 0.04 0.385
H -2.723750 3.789546 -2.693476 0.14 0.07 0.13 0.746
H 0.265618 1.020734 -8.555288 0.10 -0.04 0.00 0.450
H 3.547188 1.857089 2.185834 0.00 0.04 0.00 0.243
H -2.382106 -0.302929 4.380957 0.01 0.02 0.00 0.405
H -4.143395 6.684560 2.598430 0.03 -0.06 0.10 0.435
H -2.810318 0.220392 -1.800470 0.06 -0.09 -0.04 0.295
H 5.539996 -2.040706 -2.270120 -0.01 0.00 0.04 0.458
H -5.187267 -3.121151 1.739249 0.00 -0.01 0.00 0.483
H -2.893195 -0.433172 -3.466585 0.22 -0.08 -0.05 0.593
H -0.687158 -1.169240 -7.903509 -0.05 0.07 -0.05 0.462
H -1.720455 7.031709 2.213644 -0.05 0.04 -0.03 0.458
H 3.892806 -2.786542 -0.576741 -0.02 -0.01 -0.02 0.470
H -1.586482 -1.868065 4.321694 0.05 -0.01 -0.03 0.417
```
Positions in Å, forces in eV/Å.

Output
- DFT total energy (eV) = -70186.15470
- E_HOMO (spin up / spin down) (eV) = -18.91 / -18.91
- total charge = +4
- spin multiplicity = 1



Computed, not measured: a 2-piece molecular cluster, C2H8BN overall in a non-equilibrium geometry, with ωB97M-V/def2-TZVPD.

```
12
Properties=species:S:1:pos:R:3:forces:R:3:nbo_charge:R:1
N 2.089114 -0.531915 -1.046840 1.54 0.42 -1.55 -1.078
C -2.030397 0.496052 -0.768638 -0.49 -0.25 -0.70 -1.158
C -0.468017 0.060395 1.725257 -0.53 2.49 -0.99 -1.034
B -1.222023 0.319843 0.333977 0.45 0.03 1.36 0.900
H 3.002936 -0.630347 -0.541060 -1.08 -0.17 -0.60 0.354
H -2.570790 1.331123 -1.239731 0.54 -0.30 0.59 0.265
H -0.339585 -0.984001 1.881738 -0.02 -0.87 0.32 0.261
H 0.530464 0.557354 1.763342 -0.64 -0.50 -0.21 0.248
H -1.086056 0.554288 2.527997 0.49 -0.84 -0.62 0.249
H 2.169708 0.468263 -1.420253 -0.40 -1.94 0.38 0.362
H -2.233153 -0.440370 -1.318103 0.22 0.25 0.21 0.266
H 2.157800 -1.200685 -1.897686 -0.09 1.68 1.82 0.364
```
Positions in Å, forces in eV/Å.

Output
- DFT total energy (eV) = -4368.27329
- E_HOMO (eV) = -8.20
- spin multiplicity = 1



Calculated energy relative to the best compared isomer or geometry (same formula, charge and spin) in order - 28.5; 43.7; 67.3 kcal per mole